8 unconnected molecules or ions with the total composition C6H25NO8 in a non-equilibrium geometry. Source: the OMol25 dataset; level of theory: ωB97M-V with the def2-TZVPD basis set.

The geometry in XYZ format:
```
40
Properties=species:S:1:pos:R:3:forces:R:3
N -3.805038 -0.352245 -0.367579 1.555 0.760 -2.970
C -3.103851 -1.530033 -0.761823 -1.662 -1.757 -0.419
C -2.429024 -2.415683 0.363310 -0.735 0.040 -0.403
C -1.002007 -2.028402 0.252457 0.768 1.369 3.592
C -0.201872 -2.058809 -0.792201 -0.851 -1.151 -0.018
C 1.013560 -1.268117 -0.884682 -0.811 -0.954 -2.566
C 1.266704 -0.795464 -2.112421 0.426 -0.618 0.485
O 2.400788 -0.186079 -2.456356 -0.339 1.537 -2.596
H -4.218726 -0.336750 0.481934 -1.335 0.119 3.082
H -3.291006 0.472658 -0.625350 -0.152 0.383 0.504
H -2.290788 -1.203764 -1.414734 -0.647 -0.387 -0.279
H -3.885777 -2.148865 -1.303307 1.241 0.162 0.196
H -2.813988 -2.117677 1.346631 0.070 0.084 -0.210
H -2.679332 -3.501180 0.317673 0.358 0.679 -0.550
H -0.693349 -1.395252 1.189565 -0.119 -1.022 -1.880
H -0.541755 -2.705667 -1.637690 0.463 0.829 0.358
H 1.755992 -1.344391 -0.141905 0.620 0.353 0.896
H 0.599021 -0.885868 -3.006130 0.368 0.096 1.133
H 3.224548 -0.255946 -2.011548 0.761 -0.545 1.601
O 1.825261 1.332517 0.872868 0.320 -0.247 -1.706
H 2.151162 0.944920 0.014968 -0.467 0.964 1.160
H 1.780189 0.546189 1.429372 -0.046 0.284 -0.076
O 2.139166 -0.916167 2.350773 1.327 -0.406 -0.356
H 2.057293 -1.848503 2.495114 0.125 -0.920 0.020
H 1.318411 -0.569618 2.663280 -1.472 0.863 0.692
O 0.617246 2.408027 -2.202879 -2.129 0.360 0.375
H 1.283898 3.045368 -2.371735 1.468 -0.158 -0.293
H 0.800519 1.476415 -2.216721 1.368 -0.149 -0.443
O -0.873160 2.964208 1.536625 1.263 -0.617 -0.895
H -1.731264 2.669641 1.222079 -0.333 0.034 0.007
H -0.312704 2.610390 0.788120 -0.547 0.780 1.171
O -1.668171 2.261895 -0.943380 1.209 -0.044 -0.546
H -0.813652 1.711231 -1.045404 -2.080 1.897 -0.013
H -1.475152 3.183186 -1.301043 0.038 -2.151 0.537
O 4.194438 0.026461 -0.065195 -0.059 -0.835 -1.599
H 3.570770 -0.407944 0.508738 -0.074 -0.091 0.810
H 4.673836 0.667282 0.431521 0.303 0.675 0.753
O 0.229678 0.945907 3.102870 1.383 -0.721 1.967
H 0.043771 1.692887 2.547071 -0.704 1.001 -0.858
H 0.884375 1.313249 3.747106 -0.873 -0.493 -0.662
```
Forces are in eV/Å.

Values from the calculation:
Net charge: 0
Multiplicity: 1
SMILES: NCC/C=C/C=C/O.O.O.O.O.O.O.O

---

7 unconnected molecules or ions with the total composition C6H26O10 in a non-equilibrium geometry. Source: the OMol25 dataset; level of theory: ωB97M-V with the def2-TZVPD basis set.

The geometry in XYZ format:
```
42
Properties=species:S:1:pos:R:3:forces:R:3
O 4.983410 0.312190 10.307980 0.055 -0.610 -0.597
C 3.916500 0.924360 10.981220 -1.107 0.393 -0.473
C 2.548250 0.636920 10.244710 3.734 -2.014 -0.002
O 2.026130 -0.686730 10.470980 -2.331 1.895 0.328
H 5.810220 0.460650 10.772690 0.024 -0.015 0.132
H 3.942030 0.652310 12.036410 -0.464 -0.047 0.134
H 4.010580 2.006050 10.885370 0.148 0.421 0.227
H 2.864640 0.654700 9.201790 -0.060 0.215 -0.321
H 1.969850 1.552180 10.370620 -1.208 -0.940 0.665
H 2.548630 -1.478090 10.620510 1.234 0.584 -0.204
O 4.213120 -2.718450 10.729150 -2.822 2.474 -1.101
C 4.963740 -3.830180 10.732550 0.954 -0.956 0.479
C 6.322030 -3.516920 10.158070 1.665 -0.439 1.707
O 7.163370 -2.895900 11.218480 -0.479 -0.674 -1.081
H 4.517980 -2.068070 11.366070 0.131 0.064 0.405
H 5.018880 -4.091080 11.789420 0.831 -0.908 0.146
H 4.441070 -4.646900 10.234660 0.031 0.097 -0.340
H 6.327850 -2.874900 9.277230 -0.426 0.003 0.063
H 6.854760 -4.442190 9.938580 0.079 0.009 -0.161
H 6.636540 -2.248070 11.692150 -0.123 0.373 -0.086
O 7.443080 -1.929820 16.454010 -0.071 -0.565 1.036
C 7.870790 -2.195110 15.165150 0.664 1.023 -1.746
C 9.101570 -3.044980 14.970040 0.502 -0.324 -0.460
O 10.264240 -2.368230 15.478660 -0.457 -0.060 0.630
H 8.261590 -1.879880 16.953160 0.033 0.138 0.527
H 7.042100 -2.501030 14.526580 -0.001 -0.495 0.263
H 8.178730 -1.237780 14.744670 0.105 0.283 -0.347
H 9.319480 -3.148200 13.907040 -0.718 -0.176 -0.289
H 9.037650 -4.047590 15.392880 -0.236 -0.054 0.243
H 10.940440 -3.049070 15.507320 0.269 0.188 0.132
O 8.442060 1.384320 14.993430 -0.040 -0.035 -0.297
H 8.053650 1.072780 15.810940 -0.209 -0.181 0.237
H 9.074530 2.049000 15.266230 0.223 0.139 0.018
O 4.632620 -1.583340 13.254420 -0.355 -0.237 -0.137
H 5.320100 -0.936820 13.414440 0.607 0.536 -0.086
H 4.848840 -2.312440 13.835710 -0.118 -0.257 0.195
O 6.919990 0.012490 12.672060 -0.211 -0.836 -0.096
H 7.709840 -0.003770 13.212530 0.306 0.071 0.209
H 6.717510 0.942550 12.570930 -0.155 0.719 0.122
O 6.486770 2.661800 12.246240 0.014 0.108 -0.046
H 5.834410 3.351240 12.122390 -0.344 0.042 -0.025
H 7.328380 3.108440 12.154360 0.324 0.049 -0.004
```
Forces are in eV/Å.

Values from the calculation:
Net charge: 0
Multiplicity: 1
SMILES: OCCO.OCCO.OCCO.O.O.O.O

---

7 unconnected molecules or ions with the total composition C6H26O6 in a non-equilibrium geometry. Source: the OMol25 dataset; level of theory: ωB97M-V with the def2-TZVPD basis set.

The geometry in XYZ format:
```
38
Properties=species:S:1:pos:R:3:forces:R:3
C -1.424352 -2.197671 1.369852 -0.026 -0.347 -0.260
C -0.382894 -1.217980 0.833619 -1.023 -0.835 -0.319
C 0.312459 -0.370016 1.883347 -0.060 -0.605 0.541
C 0.238214 -0.905117 3.348746 0.158 -0.827 -1.063
C 1.793908 -0.140442 1.563280 -0.730 1.841 0.616
C 2.103790 0.559757 0.216298 -1.089 -1.120 0.024
H -1.948737 -2.582422 0.498904 -0.237 -0.269 0.081
H -0.987252 -3.050650 1.909619 0.045 0.313 -0.232
H -2.145560 -1.748252 2.028012 -0.412 0.334 0.261
H -0.925123 -0.541971 0.143002 0.197 -0.269 0.111
H 0.222284 -1.883980 0.203970 0.700 0.561 0.284
H -0.303836 0.544933 1.931803 0.739 0.298 -0.210
H 0.832114 -0.283236 4.012496 0.138 0.060 0.033
H 0.647462 -1.938378 3.355120 -0.289 0.563 0.324
H -0.781319 -0.898335 3.725644 -0.047 -0.210 -0.003
H 2.019459 0.421186 2.503275 1.039 0.213 -1.116
H 2.369433 -1.043708 1.603036 0.052 -0.775 0.178
H 3.137063 0.869985 0.142678 0.011 0.552 0.004
H 1.938779 -0.137175 -0.623376 0.304 -0.209 0.414
H 1.342215 1.305335 -0.031677 0.554 0.700 0.381
O 1.962673 -3.360580 -1.436575 0.223 1.005 -0.271
H 1.377767 -2.669983 -1.839607 0.369 -0.683 0.190
H 2.842619 -2.943499 -1.495371 -0.524 -0.421 0.074
O -1.186434 2.687686 -2.778931 -0.976 -0.091 -0.034
H -1.603475 2.694127 -1.894071 0.486 0.116 -0.260
H -0.249148 2.694043 -2.619045 0.534 0.045 0.165
O 0.276221 3.596878 1.897765 -0.209 -0.781 0.549
H -0.475570 3.362516 2.466071 0.141 0.382 -0.068
H 0.942711 2.965352 2.221750 -0.026 0.344 -0.374
O 0.395906 -1.293117 -2.462407 0.894 -0.185 -0.108
H -0.247668 -1.246531 -3.175437 -0.192 0.050 0.550
H 0.025352 -0.878925 -1.678144 -0.480 0.006 -0.313
O -1.549741 2.077368 -0.102239 -0.505 -0.329 -0.336
H -0.818313 1.455206 -0.165184 0.073 0.078 0.189
H -1.307170 2.712164 0.569858 0.439 0.283 0.208
O -2.126301 -0.216760 -2.929018 -0.237 0.110 0.257
H -2.232349 0.662407 -2.533483 0.088 -0.160 -0.191
H -1.731250 -0.013981 -3.778818 -0.123 0.265 -0.276
```
Forces are in eV/Å.

Values from the calculation:
Net charge: 0
Multiplicity: 1
SMILES: CCC(C)CC.O.O.O.O.O.O

---

7 unconnected molecules or ions with the total composition C6H26O7 in a non-equilibrium geometry. Source: the OMol25 dataset; level of theory: ωB97M-V with the def2-TZVPD basis set.

The geometry in XYZ format:
```
39
Properties=species:S:1:pos:R:3:forces:R:3
C 0.493919 2.789452 -2.173680 0.603 0.077 -1.314
C 0.998478 1.361186 -2.001914 -1.950 -0.886 -0.193
C -0.103453 0.457218 -1.376690 0.475 0.784 1.177
C -0.077437 0.557595 0.171848 -0.022 -0.909 0.522
C -0.427733 -0.814496 0.798512 -0.498 -0.498 -0.718
C 0.778818 -1.735648 0.855904 -0.303 -0.545 0.465
O 0.633795 -2.747867 -0.160585 0.845 0.067 -0.238
H 0.551018 3.284670 -1.207196 -0.047 0.427 -0.218
H 1.089009 3.264627 -2.966091 0.471 0.417 0.724
H -0.486950 2.934278 -2.634525 -0.343 -0.630 0.568
H 1.874905 1.389666 -1.362808 0.143 -0.283 -0.052
H 1.219474 0.805022 -2.915903 0.445 0.770 -0.346
H -1.103455 0.745463 -1.704285 0.063 0.027 -0.307
H 0.041628 -0.575195 -1.680942 0.111 -0.113 0.120
H 0.958054 0.771709 0.432308 0.066 0.315 0.303
H -0.715143 1.334415 0.589639 -0.074 0.184 -0.287
H -1.000442 -0.960083 1.712705 0.384 1.188 0.505
H -1.167926 -1.232272 0.110045 0.311 -0.344 -0.154
H 0.855715 -2.267669 1.809859 -0.283 0.066 0.081
H 1.709401 -1.167905 0.802117 0.103 -0.051 -0.655
H 1.497252 -3.130834 -0.350606 -0.029 -0.023 0.093
O -2.258599 2.665661 3.058636 -0.457 -0.673 -0.183
H -2.732145 1.857036 2.804340 -0.418 0.204 0.256
H -1.430460 2.460234 2.636706 0.837 0.337 -0.138
O -1.418440 -2.797543 -1.859250 -0.697 -0.159 -0.135
H -0.532532 -2.892112 -1.486031 0.211 0.138 0.257
H -1.351723 -2.734917 -2.810239 0.082 -0.003 -0.214
O 3.930453 0.396440 -0.329059 -0.043 0.054 0.075
H 4.140966 1.292514 -0.614752 -0.035 -0.022 -0.024
H 4.571991 0.204371 0.359351 0.128 -0.083 0.000
O -3.203395 -2.896002 0.333286 -0.246 0.036 0.222
H -3.437981 -3.763067 0.671850 0.033 -0.023 -0.049
H -2.826995 -3.019595 -0.546702 0.337 -0.047 -0.229
O 3.245422 2.463665 2.496584 -0.020 -0.124 -0.061
H 3.985338 1.892479 2.271566 0.047 0.053 0.045
H 2.475357 1.907157 2.337318 -0.057 0.080 -0.003
O -3.445550 -0.413400 1.598970 -0.223 -0.350 -0.491
H -4.249654 -0.432263 1.064373 -0.164 0.475 0.261
H -3.080968 -1.253993 1.265337 0.214 0.068 0.337
```
Forces are in eV/Å.

Values from the calculation:
Net charge: 0
Multiplicity: 1
SMILES: CCCCCCO.O.O.O.O.O.O

---

7 unconnected molecules or ions with the total composition C6H26O7 in a non-equilibrium geometry. Source: the OMol25 dataset; level of theory: ωB97M-V with the def2-TZVPD basis set.

The geometry in XYZ format:
```
39
Properties=species:S:1:pos:R:3:forces:R:3
C -3.683380 2.640407 -1.840106 -0.737 1.152 -0.027
C -4.244360 1.566587 -0.968106 -0.251 0.026 0.219
C -3.166070 0.854687 -0.249846 -0.109 -1.610 0.430
O -5.096850 2.164707 0.015214 -0.253 0.953 -0.371
H -4.525990 3.209787 -2.232426 0.042 0.184 -0.152
H -3.111880 2.285847 -2.697886 0.124 -0.199 0.293
H -3.112990 3.319727 -1.206656 0.286 0.075 -0.218
H -4.829290 0.906097 -1.608186 -0.086 -0.380 0.107
H -2.626770 1.482087 0.459824 0.255 0.185 -0.455
H -2.550770 0.279547 -0.941756 0.442 0.256 0.134
H -3.649510 0.100927 0.371624 0.089 -0.286 0.085
H -5.411250 1.543797 0.676444 0.152 -0.341 -0.283
C 4.706020 -1.576193 -2.088386 0.099 -1.270 -0.065
C 3.343920 -1.005023 -1.881396 -0.088 -0.305 1.417
C 2.443590 -1.875583 -0.903806 0.396 0.588 -1.635
O 3.599330 0.282067 -1.274406 -0.535 -0.160 -0.191
H 5.096360 -1.924693 -1.132206 0.461 0.442 0.029
H 5.358840 -0.902483 -2.643396 0.056 0.056 0.360
H 4.611130 -2.490643 -2.673936 -0.001 -0.065 -0.214
H 2.912190 -0.890753 -2.875706 -0.569 0.195 0.107
H 1.399580 -1.594283 -1.041746 -0.111 0.167 0.259
H 2.731460 -1.774233 0.142594 0.144 0.050 -0.121
H 2.481690 -2.926313 -1.191236 0.165 -0.045 0.083
H 2.739750 0.640957 -1.042206 -0.079 0.267 -0.023
O 0.816920 -3.557073 2.037104 0.349 -0.651 0.000
H 0.481820 -2.707613 1.750114 -0.475 0.500 -0.109
H 1.210880 -3.383253 2.891984 0.096 -0.010 0.168
O -0.461910 -1.141063 1.421854 0.350 -0.302 -0.378
H -1.265100 -0.766203 1.783224 -0.559 0.009 0.153
H 0.152370 -0.407633 1.390664 0.165 0.293 0.109
O 0.939830 1.410887 1.603084 -0.433 -0.095 -0.071
H 0.794840 2.200967 2.123644 0.011 0.217 0.294
H 0.907970 1.712477 0.695194 -0.041 0.167 -0.344
O 3.511640 0.578017 1.767174 0.494 -0.113 0.329
H 2.566510 0.729457 1.773534 -0.229 0.093 0.141
H 3.692110 0.223987 0.896354 0.327 -0.082 -0.410
O -2.768170 -0.039123 2.703614 0.139 -0.097 0.145
H -2.338660 0.516437 3.354084 0.141 0.106 0.305
H -3.655800 0.312717 2.636074 -0.224 0.028 -0.101
```
Forces are in eV/Å.

Values from the calculation:
Net charge: 0
Multiplicity: 1
SMILES: CC(C)O.CC(C)O.O.O.O.O.O

---

The following HOMO-LUMO gap values (in eV) correspond, in order, to the records above: 8.6 9.3 10.8 10.5 10.1.
The following E_LUMO values (in eV) correspond, in order, to the records above: 0.39 0.02 0.13 0.10 -0.30.
The following relative energy (zero: lowest compared OMol25 entry of this formula, charge and spin) values (in kcal/mol) correspond, in order, to the records above: 76.8 55.1 16.9 37.0 31.9.